Here is a cluster of 6 separate species, C6H27N2O5 in total in a non-equilibrium geometry from the OMol25 dataset. Energies are from ωB97M-V/def2-TZVPD.

- energy (eV) = -19872.296
- charge = +1
- HOMO level (eV) = -11.61

The geometry in XYZ format:
```
40
C6H27N2O5 | the OMol25 dataset | ωB97M-V/def2-TZVPD
C -0.973 -2.518 0.659
C -0.367 -1.156 0.416
C 0.037 -0.367 1.664
C 1.374 0.401 1.484
C 1.356 1.696 0.663
C 1.428 2.954 1.571
N 0.309 3.172 2.432
N -1.355 -0.309 -0.412
H -0.187 -3.080 1.168
H -1.905 -2.429 1.215
H -1.241 -3.090 -0.228
H 0.487 -1.216 -0.259
H -0.780 0.157 2.157
H 0.247 -1.090 2.467
H 2.183 -0.300 1.291
H 1.563 0.637 2.550
H 0.411 1.715 0.110
H 2.199 1.749 -0.029
H 2.378 2.862 2.107
H 1.562 3.818 0.913
H -0.550 3.592 2.110
H 0.066 2.328 2.936
H -1.573 0.600 -0.013
H -2.244 -0.742 -0.694
H -0.839 -0.037 -1.293
H 4.393 -1.613 -1.348
H 3.070 -0.589 -1.277
O 3.469 -1.427 -1.500
H 2.684 -1.135 -3.270
H 2.151 -0.443 -4.451
O 1.897 -0.617 -3.536
H -0.321 1.441 -3.159
H 0.279 0.072 -3.192
O -0.491 0.556 -2.821
H -4.145 -1.997 -2.084
H -3.086 -1.274 -2.931
O -3.312 -1.511 -2.025
H -3.476 -1.028 2.348
H -3.501 0.468 2.418
O -3.198 -0.250 1.844
```



Here is a cluster of 7 separate species, C6H27NO7 in total in a non-equilibrium geometry from the OMol25 dataset. Energies are from ωB97M-V/def2-TZVPD.

- energy (eV) = -22478.991
- HOMO level (eV) = -8.90

The geometry in XYZ format:
```
41
C6H27NO7 | the OMol25 dataset | ωB97M-V/def2-TZVPD
C -1.025 1.851 -1.995
C -1.440 1.104 -0.669
N -0.539 0.015 -0.342
C 0.456 0.234 0.541
C 1.044 -1.098 1.206
C 1.825 -0.841 2.426
C 1.677 1.040 0.046
O 2.296 1.879 1.049
H -1.448 1.447 -2.858
H -0.002 1.985 -2.153
H -1.229 2.963 -1.914
H -1.767 1.764 0.093
H -2.444 0.714 -0.761
H -0.165 -0.246 -1.257
H 0.037 0.867 1.540
H 0.152 -1.806 1.354
H 1.565 -1.555 0.419
H 2.515 -1.836 2.582
H 1.229 -0.741 3.386
H 2.622 0.013 2.538
H 2.471 0.451 -0.301
H 1.494 1.869 -0.546
H 2.738 1.229 1.704
O -1.399 -3.541 -1.808
H -2.157 -3.648 -1.090
H -0.881 -4.323 -1.801
O 2.857 -0.747 -3.348
H 2.008 -0.668 -3.025
H 3.464 -0.413 -2.696
O -0.846 -1.264 -3.811
H -0.046 -1.313 -3.375
H -1.291 -2.076 -3.533
O -3.271 -1.844 1.076
H -3.004 -1.156 0.533
H -3.378 -1.526 1.966
O -2.191 1.159 2.763
H -1.403 1.662 2.654
H -2.141 0.544 2.006
O 0.200 2.639 2.466
H 0.734 3.083 1.800
H 0.682 2.127 3.135
```



Here is a structure of composition C6H28AgBN12O6 in a non-equilibrium geometry from the OMol25 dataset. Energies are from ωB97M-V/def2-TZVPD.

- 2S+1 = 2
- energy (eV) = -41514.341
- charge = +1
- HOMO level (alpha / beta) (eV) = -11.90 / -11.78

The geometry in XYZ format:
```
54
C6H28AgBN12O6 | the OMol25 dataset | ωB97M-V/def2-TZVPD
Ag 0.548 -0.308 0.028
B 1.939 -2.107 -1.017
H 1.973 -1.873 0.092
H 0.889 -2.415 -1.319
H 2.243 -1.127 -1.523
H 2.787 -2.834 -1.248
C 3.707 0.967 0.516
O 2.688 0.701 1.188
N 4.207 2.235 0.377
N 4.306 0.036 -0.215
H 3.647 2.933 0.842
H 4.406 2.452 -0.587
H 3.941 -0.900 -0.281
H 4.968 0.414 -0.872
C 0.458 -1.140 3.494
O 0.442 -0.807 2.322
N 0.932 -0.424 4.563
N 0.126 -2.405 3.866
H 1.048 0.572 4.475
H 0.764 -0.790 5.482
H 0.221 -3.124 3.166
H 0.241 -2.651 4.832
C -2.369 -2.386 0.365
O -1.143 -2.306 0.348
N -3.158 -2.526 -0.753
N -3.069 -2.533 1.494
H -4.135 -2.307 -0.791
H -2.603 -2.623 -1.587
H -2.498 -2.533 2.325
H -4.066 -2.630 1.496
C -1.895 1.334 1.744
O -1.553 0.873 0.652
N -2.981 0.859 2.430
N -1.301 2.338 2.400
H -3.538 0.139 2.003
H -3.310 1.289 3.274
H -1.851 2.768 3.117
H -0.450 2.618 1.932
C -0.540 -0.518 -3.444
O -0.315 -0.426 -2.242
N -0.681 0.576 -4.253
N -0.803 -1.633 -4.141
H -0.291 1.459 -3.971
H -0.733 0.357 -5.229
H -0.980 -2.456 -3.585
H -1.108 -1.618 -5.093
C 0.042 2.700 -1.810
O 0.461 1.875 -0.995
N 0.815 3.335 -2.680
N -1.216 3.166 -1.667
H 0.607 4.046 -3.358
H 1.712 2.883 -2.787
H -1.678 3.737 -2.355
H -1.855 2.737 -1.018
```



Energy relative to the best compared isomer or geometry (same formula, charge and spin) across the listed records, respectively: 1.255; 4.658; 1.590 eV.